Record 1
The following is a quantum chemistry calculation of the ion C4H9NP with charge +1, from the OMol25 dataset.

The energy above the lowest of the compared OMol25 structures with the same formula, charge and spin comes out at 245.9 kJ/mol. The SMILES is C/C=P/[C@H]1C[NH2+]1. For the molar mass, the calculation gives 102.1 u. The total charge is +1. For the electronic energy, the calculation gives -553.5555 Eh. As for the gap between HOMO and LUMO: 9.04 eV. Its largest force on an atom is 3.9 eV Å⁻¹.

Positions of all 15 atoms, in Å:
C (-2.741, -0.810, 0.804)
C (-1.473, -0.146, 0.510)
P (-0.050, -1.079, 0.211)
C (1.042, 0.439, -0.151)
C (2.554, 0.462, -0.098)
N (1.842, 0.286, -1.329)
H (-3.610, -0.674, 0.025)
H (-3.332, -0.373, 1.641)
H (-2.698, -1.960, 0.842)
H (-1.482, 0.902, 0.784)
H (0.354, 1.390, -0.031)
H (2.970, 1.446, 0.091)
H (2.988, -0.402, 0.361)
H (1.806, 1.078, -1.867)
H (1.830, -0.561, -1.795)

Mulliken population analysis, charges in e, atoms 1 to 6: -1.049, 0.114, -0.033, -0.065, -0.409, -0.115

Record 2
The following is a quantum chemistry calculation of a structure of composition C11H10BrNO2, from the OMol25 dataset.

The energy above the lowest of the compared OMol25 structures with the same formula, charge and spin comes out at 0.0 kJ/mol. For the molar mass, the calculation gives 268.1 u. For the electronic energy, the calculation gives -3204.3823 Eh. As for the gap between HOMO and LUMO (alpha / beta): 7.65 / 7.65 eV. Its largest force on an atom is 5.4 eV Å⁻¹.

Positions of all 25 atoms, in Å:
C (-3.665, -1.137, 0.107)
C (-3.269, -0.399, 1.239)
C (-2.842, -1.644, -0.899)
C (-1.936, -0.189, 1.264)
C (-1.497, -1.222, -0.840)
C (-1.059, -0.413, 0.209)
C (-0.537, -1.486, -1.854)
C (0.761, -1.095, -1.790)
C (2.423, 0.413, -0.730)
C (1.171, -0.296, -0.643)
C (3.815, 1.773, 0.707)
N (0.238, 0.152, 0.219)
O (3.138, 0.255, -1.664)
O (2.550, 1.187, 0.337)
Br (2.433, -1.816, 0.671)
H (-4.672, -1.483, 0.042)
H (-3.961, -0.122, 2.009)
H (-3.253, -2.336, -1.612)
H (-1.444, 0.515, 2.054)
H (-0.830, -2.030, -2.725)
H (1.620, -1.107, -2.332)
H (3.765, 2.652, 1.329)
H (4.349, 1.920, -0.219)
H (4.476, 1.022, 1.333)
H (0.514, 0.819, 0.895)

Mulliken population analysis, charges in e, atoms 1 to 6: -0.204, -0.910, -1.162, -0.301, 1.403, 0.380

Record 3
The following is a quantum chemistry calculation of a structure of composition C36H23N11STi, from the OMol25 dataset.

For the molar mass, the calculation gives 689.6 u. As for the multiplicity: 2. The total charge is +1. For the electronic energy, the calculation gives -3235.5926 Eh. As for the gap between HOMO and LUMO (alpha / beta): 4.61 / 4.43 eV. As for the expectation value of S²: 0.76. Its largest force on an atom is 2.5 eV Å⁻¹.

Positions of all 72 atoms, in Å:
Ti (-0.012, 0.163, -0.066)
C (5.456, -3.556, 0.391)
C (5.762, -3.053, -0.841)
C (4.977, -2.128, -1.468)
C (3.765, -1.784, -0.864)
C (2.728, -0.799, -1.170)
N (2.723, -0.145, -2.322)
C (1.742, 0.708, -2.647)
C (1.715, 1.618, -3.809)
C (2.653, 1.834, -4.833)
C (2.370, 2.846, -5.719)
C (1.194, 3.633, -5.595)
C (0.251, 3.367, -4.626)
C (0.513, 2.376, -3.732)
C (-0.111, 2.058, -2.442)
N (-1.085, 2.806, -1.943)
C (-1.455, 2.736, -0.637)
N (-0.980, 1.876, 0.344)
C (-1.774, 2.025, 1.505)
N (-1.665, 1.324, 2.620)
C (-0.786, 0.383, 2.906)
N (0.111, -0.131, 2.012)
C (0.955, -0.987, 2.677)
N (1.970, -1.691, 2.162)
C (2.306, -1.624, 0.876)
N (1.810, -0.723, -0.092)
C (3.518, -2.216, 0.441)
C (4.300, -3.155, 1.046)
C (0.632, -0.935, 4.076)
C (1.192, -1.589, 5.180)
C (0.591, -1.295, 6.426)
C (-0.500, -0.474, 6.528)
C (-1.099, 0.129, 5.429)
C (-0.544, -0.185, 4.193)
C (-2.816, 3.024, 1.192)
C (-3.915, 3.415, 1.953)
C (-4.681, 4.432, 1.371)
C (-4.480, 4.861, 0.066)
C (-3.486, 4.326, -0.744)
C (-2.624, 3.422, -0.170)
N (0.597, 1.010, -1.869)
H (6.082, -4.258, 0.853)
H (6.692, -3.414, -1.309)
H (5.354, -1.663, -2.380)
H (3.599, 1.266, -4.880)
H (3.188, 3.011, -6.441)
H (0.974, 4.454, -6.283)
H (-0.612, 3.986, -4.570)
H (4.079, -3.573, 1.994)
H (2.134, -2.198, 5.089)
H (0.959, -1.741, 7.300)
H (-0.891, -0.329, 7.529)
H (-1.947, 0.781, 5.521)
H (-4.041, 3.150, 2.970)
H (-5.421, 4.960, 1.999)
H (-5.138, 5.615, -0.357)
H (-3.232, 4.711, -1.725)
C (-1.535, -5.159, -0.137)
C (-0.753, -3.978, -0.842)
C (-1.601, -2.743, -0.908)
N (-1.290, -1.483, -0.616)
N (-2.293, -0.569, -0.752)
C (-3.360, -1.089, -1.337)
N (-4.429, -0.336, -1.586)
S (-3.075, -2.776, -1.786)
H (-0.887, -5.952, 0.302)
H (-2.211, -5.628, -0.822)
H (-2.163, -4.772, 0.721)
H (-0.361, -4.308, -1.867)
H (0.160, -3.769, -0.268)
H (-4.527, 0.633, -1.216)
H (-5.272, -0.728, -2.002)

Mulliken population analysis, charges in e, atoms 1 to 6: 0.691, -0.709, -0.527, -0.307, 0.387, -0.418

Record 4
The following is a quantum chemistry calculation of a structure of composition C5H8N4O, from the OMol25 dataset.

The energy above the lowest of the compared OMol25 structures with the same formula, charge and spin comes out at 370.5 kJ/mol. For the molar mass, the calculation gives 140.1 u. For the electronic energy, the calculation gives -489.4878 Eh. As for the gap between HOMO and LUMO: 10.31 eV. Its largest force on an atom is 4.9 eV Å⁻¹.

Positions of all 18 atoms, in Å:
N (-1.279, 1.620, -0.446)
C (-0.229, 1.056, 0.385)
C (-0.715, 0.464, 1.680)
N (-0.700, 0.737, 2.889)
C (0.572, 0.036, -0.378)
N (0.064, -1.173, -0.604)
N (0.979, -1.787, -1.353)
C (2.068, -1.028, -1.593)
C (1.864, 0.169, -0.929)
H (-1.723, 0.938, -1.055)
H (-2.081, 2.032, 0.018)
H (0.458, 1.859, 0.682)
H (0.801, -2.717, -1.710)
H (2.876, -1.371, -2.232)
H (2.552, 1.003, -0.830)
O (-2.022, -0.615, 1.578)
H (-1.866, -1.071, 0.723)
H (-1.618, -0.152, 3.175)

Mulliken population analysis, charges in e, atoms 1 to 6: -0.641, 0.382, 0.329, -0.727, 0.215, -0.503

Record 5
The following is a quantum chemistry calculation of a structure of composition C40H42AsCrN3P, from the OMol25 dataset.

The energy above the lowest of the compared OMol25 structures with the same formula, charge and spin comes out at 105.7 kJ/mol. For the molar mass, the calculation gives 722.7 u. As for the multiplicity: 5. The total charge is +1. For the electronic energy, the calculation gives -5335.1649 Eh. As for the gap between HOMO and LUMO (alpha / beta): 7.38 / 8.01 eV. As for the expectation value of S²: 6.04. Its largest force on an atom is 0.6 eV Å⁻¹.

Positions of all 88 atoms, in Å:
Cr (-0.117, -0.446, -0.225)
N (-0.819, 2.102, -2.138)
C (-1.976, 1.680, -1.475)
C (-3.095, 2.510, -1.527)
C (-4.234, 2.128, -0.865)
C (-4.245, 0.925, -0.165)
C (-3.097, 0.182, -0.146)
N (-1.956, 0.544, -0.780)
C (0.117, 1.256, -2.766)
C (0.324, 1.394, -4.137)
C (1.336, 0.673, -4.733)
C (2.112, -0.164, -3.954)
C (1.812, -0.261, -2.609)
N (0.830, 0.426, -2.015)
H (-0.975, 2.944, -2.667)
H (-3.046, 3.440, -2.083)
H (-5.112, 2.765, -0.886)
H (-5.117, 0.579, 0.374)
H (-3.033, -0.731, 0.420)
H (-0.308, 2.062, -4.709)
H (1.514, 0.764, -5.800)
H (2.935, -0.738, -4.361)
H (2.402, -0.897, -1.967)
C (1.862, -3.626, -1.742)
C (3.201, -3.099, -1.267)
C (4.348, -3.496, -1.950)
C (5.608, -3.052, -1.577)
C (5.743, -2.188, -0.503)
C (4.613, -1.778, 0.195)
C (3.344, -2.225, -0.170)
P (1.843, -1.668, 0.725)
C (2.536, -0.788, 2.187)
C (2.827, -1.472, 3.365)
C (3.478, -0.847, 4.422)
C (3.825, 0.490, 4.316)
C (3.522, 1.187, 3.153)
C (2.891, 0.568, 2.076)
C (2.676, 1.370, 0.814)
C (1.081, -3.187, 1.317)
C (1.802, -4.195, 1.969)
C (1.152, -5.307, 2.463)
C (-0.233, -5.409, 2.300)
C (-0.929, -4.438, 1.600)
C (-0.283, -3.317, 1.054)
C (-0.998, -2.348, 0.136)
H (1.549, -4.507, -1.175)
H (1.916, -3.907, -2.795)
H (1.055, -2.897, -1.635)
H (4.245, -4.169, -2.795)
H (6.481, -3.383, -2.127)
H (6.722, -1.835, -0.203)
H (4.734, -1.117, 1.044)
H (2.542, -2.510, 3.470)
H (3.698, -1.406, 5.326)
H (4.329, 0.993, 5.133)
H (3.791, 2.235, 3.066)
H (2.917, 2.420, 0.976)
H (1.651, 1.331, 0.456)
H (3.307, 1.006, -0.005)
H (2.877, -4.103, 2.088)
H (1.707, -6.083, 2.978)
H (-0.760, -6.269, 2.698)
H (-1.995, -4.558, 1.430)
H (-2.062, -2.370, 0.379)
H (-0.948, -2.781, -0.877)
C (-0.193, 0.203, 4.362)
As (-0.887, 0.573, 2.591)
C (-2.779, 0.613, 3.057)
C (-0.446, 2.519, 2.505)
C (-1.625, 3.449, 2.402)
C (-2.003, 3.959, 1.162)
C (-3.118, 4.784, 1.030)
C (-3.872, 5.114, 2.147)
C (-3.496, 4.623, 3.395)
C (-2.386, 3.801, 3.519)
H (-0.686, 0.866, 5.075)
H (0.879, 0.377, 4.373)
H (-0.390, -0.834, 4.629)
H (-3.340, 1.238, 2.363)
H (-2.904, 1.001, 4.067)
H (-3.156, -0.410, 3.014)
H (0.186, 2.632, 1.625)
H (0.172, 2.740, 3.376)
H (-1.408, 3.709, 0.286)
H (-3.388, 5.179, 0.055)
H (-4.737, 5.760, 2.051)
H (-4.068, 4.888, 4.276)
H (-2.101, 3.430, 4.499)

Mulliken population analysis, charges in e, atoms 1 to 6: -0.052, 0.169, 0.408, -0.854, -0.358, -0.813

Look up the largest force on an atom of the second one.
5.4 eV Å⁻¹

Which of these has the lowest electronic energy?
C40H42AsCrN3P

What is the formula in the fifth record?
C40H42AsCrN3P

Look up the largest force on an atom of the first one.
3.9 eV Å⁻¹